[1]
{
  "formula": "C3H19HfO8",
  "method": "ωB97M-V/def2-TZVPD",
  "species": ["Hf", "O", "O", "O", "O", "O", "O", "O", "O", "C", "C", "C", "H", "H", "H", "H", "H", "H", "H", "H", "H", "H", "H", "H", "H", "H", "H", "H", "H", "H", "H"],
  "xyz": [[-0.225, -0.344, -0.189], [1.301, 0.860, 0.121], [1.491, -1.042, -1.635], [-2.833, -0.279, -0.352], [-1.199, 1.638, 0.354], [-0.903, -2.318, -0.569], [-0.785, 0.303, -1.967], [1.324, -1.793, 0.813], [-1.043, -0.680, 1.537], [-0.304, 1.428, -2.681], [-0.648, -0.298, 2.811], [2.350, 1.575, 0.691], [-0.136, 2.181, -1.927], [2.248, -0.434, -1.764], [-1.363, 0.341, 3.283], [1.014, -2.458, 1.512], [-3.503, -0.910, -0.019], [0.291, 0.251, 2.783], [-0.925, 1.626, -3.543], [2.678, 2.373, -0.022], [-2.034, 1.636, 0.852], [3.117, 0.839, 0.963], [-1.264, -3.070, -0.099], [0.635, 1.188, -3.010], [1.790, -1.877, -1.913], [2.246, -1.729, 0.868], [-3.152, 0.150, -1.138], [-0.681, 2.456, 0.654], [-0.514, -1.082, 3.481], [2.030, 2.116, 1.570], [-1.006, -2.649, -1.465]],
  "total_energy_ev": -21103.6334,
  "spin_multiplicity": 1,
  "charge": 1,
  "gap_ev": 9.01,
  "e_above_lowest_kcal_mol": 0.0
}

=====

[2]
{
  "formula": "C3H20MgN6O7",
  "method": "ωB97M-V/def2-TZVPD",
  "species": ["Mg", "O", "O", "O", "O", "O", "O", "O", "N", "N", "N", "N", "N", "N", "C", "C", "C", "H", "H", "H", "H", "H", "H", "H", "H", "H", "H", "H", "H", "H", "H", "H", "H", "H", "H", "H", "H"],
  "xyz": [[-35.367, 0.201, 21.140], [-34.121, -1.346, 21.103], [-34.427, 0.888, 22.796], [-33.941, 1.075, 19.810], [-37.271, -4.039, 22.749], [-36.867, -0.581, 22.432], [-36.432, 1.769, 21.161], [-36.371, -0.633, 19.670], [-37.832, -1.780, 24.085], [-32.458, 1.712, 23.583], [-37.043, -3.369, 20.554], [-38.986, -0.065, 23.109], [-33.971, 0.880, 25.062], [-38.137, -5.328, 21.098], [-37.472, -4.218, 21.553], [-33.699, 1.194, 23.757], [-37.825, -0.775, 23.216], [-37.703, -3.175, 19.817], [-36.996, 2.148, 21.847], [-39.704, -0.447, 23.701], [-34.919, 0.590, 25.242], [-32.213, 1.893, 22.624], [-33.043, 0.737, 19.917], [-33.293, -1.414, 21.597], [-37.337, -0.699, 19.680], [-37.888, -5.472, 20.131], [-39.220, 0.585, 22.389], [-33.465, 1.458, 25.709], [-36.894, 1.957, 20.331], [-38.592, -1.978, 24.713], [-33.828, 2.012, 19.595], [-36.140, -0.470, 18.741], [-38.239, -6.094, 21.739], [-36.446, -2.595, 20.785], [-37.147, -2.521, 24.034], [-31.968, 2.186, 24.319], [-34.132, -2.124, 20.526]],
  "total_energy_ev": -32147.2358,
  "spin_multiplicity": 1,
  "charge": 2,
  "gap_ev": 8.90
}

=====

[3]
{
  "formula": "C3H20N2O5S",
  "method": "ωB97M-V/def2-TZVPD",
  "species": ["S", "O", "O", "O", "O", "O", "N", "N", "C", "C", "C", "H", "H", "H", "H", "H", "H", "H", "H", "H", "H", "H", "H", "H", "H", "H", "H", "H", "H", "H", "H"],
  "xyz": [[1.087, -3.434, -2.322], [0.215, 4.349, 1.642], [-1.526, 4.039, -0.564], [1.822, 1.732, -1.790], [-0.590, -1.346, 3.530], [1.088, 1.703, 1.768], [-0.155, -1.023, 0.330], [-1.620, 0.882, 0.378], [-0.424, -2.991, -1.334], [-0.086, -2.465, 0.057], [-1.283, -0.380, -0.328], [1.572, 2.498, -1.253], [-0.887, -2.377, -2.094], [-1.819, 0.640, 1.349], [-1.831, 3.746, -1.427], [0.658, -0.519, 0.038], [0.891, -2.890, 0.291], [-0.478, -1.329, 2.574], [0.020, -0.727, 3.936], [-0.746, -2.896, 0.812], [-1.509, 3.251, -0.005], [-1.108, -0.129, -1.367], [1.695, -2.257, -2.142], [-0.461, 4.661, 1.018], [-1.079, -3.852, -1.239], [2.696, 1.851, -2.173], [-0.766, 1.393, 0.579], [0.248, 1.463, 2.178], [0.977, 2.676, 1.834], [-2.254, -0.859, -0.240], [0.958, 4.928, 1.435]],
  "smiles": "NCNCCS.O.O.O.O.O",
  "total_energy_ev": -27487.8556,
  "spin_multiplicity": 1,
  "charge": 0,
  "gap_ev": 9.29,
  "e_above_lowest_kcal_mol": 2.3
}

=====

[4]
{
  "formula": "C3H21NO9",
  "method": "ωB97M-V/def2-TZVPD",
  "species": ["O", "O", "O", "O", "O", "O", "O", "O", "O", "N", "C", "C", "C", "H", "H", "H", "H", "H", "H", "H", "H", "H", "H", "H", "H", "H", "H", "H", "H", "H", "H", "H", "H", "H"],
  "xyz": [[3.005, -0.041, -2.117], [-1.170, 1.341, 2.576], [0.024, -3.249, 0.252], [-2.963, 1.783, -0.248], [-1.969, -0.297, 0.883], [0.545, -1.195, 3.020], [-2.703, 0.473, -2.382], [2.430, -0.376, 0.642], [1.529, 1.387, 2.599], [-0.546, 0.438, -2.267], [-1.735, -0.178, -2.347], [0.690, -0.315, -1.939], [1.839, 0.542, -2.503], [-0.507, 1.492, -2.072], [1.500, 1.373, 3.542], [-1.824, 0.572, 2.935], [2.640, 0.304, 1.429], [0.637, 1.250, 2.203], [3.080, -0.062, -0.039], [-1.816, -1.252, -2.647], [0.729, -1.069, 2.085], [-0.500, -4.058, 0.389], [0.734, -1.279, -2.326], [-2.891, 0.086, 0.699], [0.786, -0.282, -0.788], [-1.435, 0.242, 0.402], [1.881, 0.421, -3.570], [2.853, -0.691, -1.348], [-2.964, 1.410, -1.199], [0.477, -2.169, 3.183], [-1.081, 1.957, 3.432], [-2.651, 2.676, -0.093], [2.000, 1.564, -2.191], [-0.625, -2.798, -0.196]],
  "smiles": "O=CNCCO.O.O.O.O.O.O.O",
  "total_energy_ev": -23366.9151,
  "spin_multiplicity": 1,
  "charge": 0,
  "gap_ev": 10.61,
  "e_above_lowest_kcal_mol": 88.3
}

=====

[5]
{
  "formula": "C3H24N2O12",
  "method": "ωB97M-V/def2-TZVPD",
  "species": ["O", "O", "O", "O", "O", "O", "O", "O", "O", "O", "O", "O", "N", "N", "C", "C", "C", "H", "H", "H", "H", "H", "H", "H", "H", "H", "H", "H", "H", "H", "H", "H", "H", "H", "H", "H", "H", "H", "H", "H", "H"],
  "xyz": [[-0.774, 0.758, -3.485], [-0.980, 3.131, -0.254], [-1.706, -3.200, -2.110], [3.179, 0.418, -0.818], [-2.166, -1.937, 0.141], [3.017, -1.283, 1.499], [-2.594, 1.548, 2.438], [0.691, 0.448, -1.298], [-1.660, 0.040, -0.972], [0.646, -1.880, -2.550], [2.580, 3.047, -2.201], [1.281, -0.618, 3.443], [-0.786, -0.429, 1.043], [-0.713, 0.212, 4.055], [-0.608, -1.398, 2.159], [0.062, -0.692, 3.357], [-1.457, -0.760, -0.032], [2.647, 2.275, -1.571], [-1.458, 0.626, 3.469], [-2.579, 2.565, 2.340], [1.162, -1.630, -3.420], [-2.401, 1.312, 1.438], [0.359, 1.070, -1.968], [2.233, 3.788, -1.642], [-1.369, 4.026, -0.384], [2.872, 0.453, 0.211], [-0.317, 0.902, 4.542], [-2.781, -2.013, -0.623], [3.848, -0.259, -1.069], [-1.602, 0.674, -3.979], [-1.680, -1.742, 2.475], [-1.639, -3.967, -1.515], [3.186, -2.108, 1.492], [-1.142, 0.024, -2.902], [0.037, 0.293, 1.077], [2.301, -0.953, 2.226], [-0.903, -2.682, -2.083], [1.708, 0.462, -1.230], [-1.252, 2.795, -1.117], [0.682, -1.100, -2.125], [0.076, -2.219, 1.942]],
  "smiles": "NC(=O)CNC(=O)O.O.O.O.O.O.O.O.O.O",
  "total_energy_ev": -31049.5963,
  "spin_multiplicity": 1,
  "charge": 0,
  "gap_ev": 10.35,
  "e_above_lowest_kcal_mol": 84.4
}

=====

[6]
{
  "formula": "C3H24NO9S",
  "method": "ωB97M-V/def2-TZVPD",
  "species": ["S", "O", "O", "O", "O", "O", "O", "O", "O", "O", "N", "C", "C", "C", "H", "H", "H", "H", "H", "H", "H", "H", "H", "H", "H", "H", "H", "H", "H", "H", "H", "H", "H", "H", "H", "H", "H", "H"],
  "xyz": [[-1.954, 0.848, -3.071], [-2.592, -1.970, -0.568], [1.260, 0.028, -2.216], [1.534, -1.255, 1.879], [1.454, 1.277, 2.429], [3.863, -0.748, 0.621], [0.062, -3.324, -0.960], [-0.776, -1.541, 3.381], [-1.692, 0.543, 2.258], [1.191, 3.475, 0.855], [-0.251, -0.405, -0.264], [-0.174, 1.024, -0.784], [0.952, 1.154, -1.851], [-1.530, 1.519, -1.404], [0.913, 0.507, 2.729], [0.763, 2.921, 1.516], [-0.107, -1.178, -1.020], [2.007, 3.553, 1.324], [1.388, -2.142, 2.237], [-2.287, 1.158, -0.745], [2.320, 1.084, 2.760], [-1.656, -0.391, -2.778], [0.012, -4.242, -1.267], [-0.914, -1.364, 4.310], [1.662, 1.919, -1.747], [4.191, 0.130, 0.756], [-1.619, 2.564, -1.564], [2.457, -1.078, 1.533], [0.632, -0.562, 0.293], [-3.477, -2.380, -0.674], [4.223, -1.209, -0.111], [-1.561, -1.522, 2.848], [0.118, 1.566, 0.104], [0.981, -3.093, -1.234], [-1.022, -0.655, 0.367], [-2.646, 0.674, 2.236], [-1.337, 0.974, 3.065], [-1.870, -2.582, -0.683]],
  "total_energy_ev": -34246.3484,
  "spin_multiplicity": 1,
  "charge": 1,
  "gap_ev": 9.08,
  "e_above_lowest_kcal_mol": 1.1
}

=====

[7]
{
  "formula": "C3H24O9",
  "method": "ωB97M-V/def2-TZVPD",
  "species": ["O", "O", "O", "O", "O", "O", "O", "O", "O", "C", "C", "C", "H", "H", "H", "H", "H", "H", "H", "H", "H", "H", "H", "H", "H", "H", "H", "H", "H", "H", "H", "H", "H", "H", "H", "H"],
  "xyz": [[3.147, 0.609, 1.663], [-0.442, 4.152, 1.721], [0.514, -0.313, -3.424], [0.299, -0.281, 1.327], [-1.814, -2.901, -0.757], [-1.202, -1.256, 3.644], [-4.124, -0.983, -0.355], [-1.345, 2.077, -2.629], [1.985, -0.906, -1.230], [-0.619, 0.385, 0.479], [1.374, -0.511, -4.546], [3.214, 0.343, 3.077], [1.428, -1.567, -4.812], [2.248, 0.623, 3.499], [-2.367, -2.126, -0.655], [-4.929, -0.920, -0.870], [-1.674, -0.711, 4.273], [1.385, -0.766, -0.497], [4.053, 0.907, 3.483], [-0.305, -0.600, 2.002], [-0.417, -1.538, 4.112], [2.262, 0.687, 1.301], [1.015, -0.601, -2.657], [2.336, -0.223, -4.122], [-1.025, 1.289, 0.934], [0.298, 4.523, 2.202], [-2.042, 2.036, -3.283], [-0.836, 3.529, 2.331], [-1.474, -0.217, 0.172], [2.717, -1.391, -0.850], [-1.545, 1.366, -2.021], [-0.086, 0.669, -0.429], [3.373, -0.709, 3.315], [1.159, 0.249, -5.297], [-4.355, -1.543, 0.385], [-2.206, -3.380, -1.487]],
  "smiles": "CO.CO.CO.O.O.O.O.O.O",
  "total_energy_ev": -21926.1540,
  "spin_multiplicity": 1,
  "charge": 0,
  "gap_ev": 9.07,
  "e_above_lowest_kcal_mol": 64.0
}

=====

[8]
{
  "formula": "C3H25NO12",
  "method": "ωB97M-V/def2-TZVPD",
  "species": ["O", "O", "O", "O", "O", "O", "O", "O", "O", "O", "O", "O", "N", "C", "C", "C", "H", "H", "H", "H", "H", "H", "H", "H", "H", "H", "H", "H", "H", "H", "H", "H", "H", "H", "H", "H", "H", "H", "H", "H", "H"],
  "xyz": [[2.267, 1.121, -2.089], [-3.840, 0.374, -2.522], [-0.403, -1.068, 5.464], [-3.861, 1.821, -0.889], [0.963, 3.221, 0.446], [0.322, -3.735, -0.094], [-1.943, 3.073, 1.003], [5.015, 0.957, -1.396], [1.163, -0.837, 3.035], [0.303, -0.935, 0.540], [1.382, -5.929, -1.472], [-3.612, -0.997, 0.237], [-2.450, 2.147, -2.727], [-0.584, 0.758, -1.713], [-3.413, 1.427, -2.023], [-1.158, 2.147, -2.095], [0.191, -4.619, -0.462], [-2.718, 2.928, 0.417], [5.589, 0.417, -0.839], [-3.259, -0.776, 1.104], [1.177, 2.891, 1.324], [1.178, -0.980, 0.941], [1.970, -5.297, -1.903], [-0.349, 0.219, -2.636], [-2.322, 3.513, 1.772], [1.197, -3.775, 0.305], [2.867, 1.741, -2.514], [-0.459, 2.568, -2.842], [-0.128, -1.391, 6.329], [1.967, -6.461, -0.921], [-3.868, -0.127, -0.135], [-1.317, -0.788, 5.593], [-1.257, 0.148, -1.107], [0.209, -0.735, 2.936], [0.303, 0.915, -1.114], [0.024, 3.463, 0.512], [0.167, -1.818, 0.167], [1.328, -0.593, 3.951], [5.616, 1.580, -1.821], [2.843, 0.585, -1.536], [-1.098, 2.844, -1.227]],
  "total_energy_ev": -29573.0905,
  "spin_multiplicity": 1,
  "charge": -2,
  "gap_ev": 1.63
}